Below is 11 unconnected molecules or ions with the total composition C46H121N15O18 at a distorted geometry, with properties calculated with ωB97M-V/def2-TZVPD.

## Properties
SMILES string: COCCNCCOC.COCCNCCOC.COCCNCCOC.COCCNCCOC.COCCNCCOC.COCCNCCOC.COCCNCCOC.NC(N)=O.NC(N)=O.NC(N)=O.NC(N)=O
Kohn-Sham gap: 8.85 eV
net charge: 0
LUMO energy: 0.44 eV
HOMO level: -8.4 eV

Element x y z (Å)
1 C 4.504 -2.234 4.032
2 O 5.293 -1.678 5.099
3 C 6.092 -2.690 5.724
4 C 7.044 -1.863 6.592
5 N 7.946 -0.975 5.810
6 C 9.171 -1.664 5.395
7 C 10.125 -0.679 4.732
8 O 9.667 -0.272 3.453
9 C 9.731 -1.225 2.417
10 H 3.634 -2.683 4.517
11 H 5.071 -3.002 3.505
12 H 4.119 -1.487 3.342
13 H 6.652 -3.291 5.001
14 H 5.424 -3.351 6.282
15 H 7.588 -2.571 7.226
16 H 6.553 -1.188 7.293
17 H 7.380 -0.924 4.963
18 H 9.030 -2.636 4.909
19 H 9.739 -1.974 6.282
20 H 11.127 -1.121 4.668
21 H 10.313 0.170 5.388
22 H 8.763 -1.737 2.363
23 H 10.390 -2.086 2.572
24 H 9.943 -0.784 1.446
25 C 2.820 1.458 1.710
26 O 1.528 0.854 1.576
27 C 1.304 0.398 0.246
28 C -0.182 0.516 -0.082
29 N -0.796 -0.623 0.603
30 C -2.254 -0.708 0.371
31 C -2.537 -1.303 -1.006
32 O -3.875 -1.745 -1.081
33 C -4.287 -2.158 -2.371
34 H 2.933 1.953 2.672
35 H 2.952 2.198 0.919
36 H 3.587 0.683 1.646
37 H 1.772 -0.580 0.122
38 H 1.752 1.047 -0.518
39 H -0.371 0.325 -1.142
40 H -0.551 1.524 0.138
41 H -0.710 -0.447 1.604
42 H -2.785 0.197 0.677
43 H -2.598 -1.502 1.044
44 H -1.805 -2.093 -1.193
45 H -2.312 -0.485 -1.702
46 H -3.818 -3.108 -2.641
47 H -4.078 -1.400 -3.130
48 H -5.370 -2.274 -2.369
49 C -0.982 -1.706 -4.171
50 O -1.144 -2.373 -5.382
51 C -2.033 -1.720 -6.308
52 C -2.087 -2.579 -7.550
53 N -2.911 -3.744 -7.314
54 C -3.134 -4.547 -8.530
55 C -3.847 -5.805 -8.094
56 O -2.958 -6.708 -7.419
57 C -3.307 -8.050 -7.613
58 H -0.398 -2.273 -3.447
59 H -1.978 -1.512 -3.761
60 H -0.472 -0.746 -4.306
61 H -1.568 -0.735 -6.368
62 H -3.009 -1.605 -5.825
63 H -1.055 -2.915 -7.717
64 H -2.488 -2.057 -8.419
65 H -2.595 -4.289 -6.527
66 H -2.223 -4.685 -9.135
67 H -3.580 -3.928 -9.317
68 H -4.261 -6.288 -8.984
69 H -4.686 -5.608 -7.424
70 H -4.291 -8.241 -7.176
71 H -2.568 -8.662 -7.092
72 H -3.245 -8.360 -8.659
73 C 3.286 6.277 1.343
74 O 2.918 5.704 0.096
75 C 3.973 5.017 -0.513
76 C 4.457 5.778 -1.771
77 N 5.386 6.875 -1.509
78 C 5.918 7.351 -2.773
79 C 6.693 8.640 -2.535
80 O 5.970 9.664 -1.899
81 C 6.662 10.880 -1.950
82 H 3.665 5.530 2.046
83 H 2.395 6.721 1.781
84 H 4.078 7.016 1.202
85 H 3.654 4.075 -0.973
86 H 4.793 4.783 0.169
87 H 3.562 6.169 -2.269
88 H 4.895 4.993 -2.390
89 H 4.943 7.626 -0.997
90 H 5.068 7.563 -3.440
91 H 6.522 6.608 -3.295
92 H 7.036 8.944 -3.533
93 H 7.649 8.411 -2.049
94 H 7.569 10.870 -1.338
95 H 5.977 11.592 -1.484
96 H 6.925 11.345 -2.904
97 C -1.066 4.090 12.036
98 O 0.251 4.387 11.730
99 C 1.058 3.219 11.760
100 C 0.829 2.126 10.713
101 N 0.997 2.576 9.329
102 C -0.185 3.010 8.615
103 C 0.266 3.236 7.155
104 O 0.898 2.054 6.705
105 C 1.791 2.275 5.647
106 H -1.181 3.728 13.065
107 H -1.548 3.402 11.331
108 H -1.748 4.944 11.990
109 H 1.046 2.728 12.739
110 H 2.067 3.584 11.568
111 H -0.175 1.702 10.836
112 H 1.575 1.353 10.893
113 H 1.327 1.826 8.733
114 H -0.696 3.838 9.103
115 H -0.849 2.134 8.534
116 H 0.909 4.122 7.165
117 H -0.519 3.409 6.412
118 H 1.233 2.520 4.736
119 H 2.406 1.405 5.416
120 H 2.456 3.094 5.936
121 C -3.752 3.757 -10.958
122 O -3.262 3.681 -9.632
123 C -3.489 2.455 -8.964
124 C -3.025 2.577 -7.518
125 N -3.262 1.264 -6.899
126 C -3.069 1.452 -5.462
127 C -1.649 1.730 -4.947
128 O -1.520 1.510 -3.541
129 C -2.432 2.297 -2.744
130 H -3.755 4.790 -11.297
131 H -4.794 3.423 -10.997
132 H -3.137 3.096 -11.574
133 H -2.896 1.717 -9.516
134 H -4.533 2.124 -9.021
135 H -3.552 3.409 -7.036
136 H -1.969 2.851 -7.537
137 H -4.199 1.021 -7.190
138 H -3.364 0.532 -4.952
139 H -3.670 2.308 -5.132
140 H -1.293 2.736 -5.185
141 H -0.958 1.039 -5.431
142 H -3.486 2.125 -2.970
143 H -2.220 3.350 -2.941
144 H -2.244 1.955 -1.730
145 C -6.087 -0.309 1.144
146 O -5.251 0.248 2.128
147 C -5.239 1.679 2.151
148 C -4.730 2.136 3.529
149 N -3.560 1.395 4.034
150 C -2.272 1.754 3.475
151 C -1.164 0.791 3.913
152 O -1.455 -0.483 3.407
153 C -0.689 -1.568 3.844
154 H -7.149 -0.128 1.348
155 H -6.032 -1.396 1.153
156 H -5.873 0.084 0.148
157 H -6.291 1.984 2.098
158 H -4.806 2.181 1.280
159 H -5.610 2.026 4.165
160 H -4.574 3.217 3.499
161 H -3.827 0.512 3.601
162 H -1.952 2.753 3.788
163 H -2.189 1.863 2.384
164 H -0.945 0.860 4.982
165 H -0.295 1.206 3.385
166 H 0.392 -1.401 3.811
167 H -0.939 -2.400 3.184
168 H -0.972 -1.910 4.845
169 C -3.342 -4.973 0.304
170 O -2.191 -4.612 0.052
171 N -4.368 -4.096 0.398
172 N -3.682 -6.143 0.943
173 H -5.312 -4.284 0.665
174 H -4.034 -3.165 0.117
175 H -3.147 -6.979 0.767
176 H -4.655 -6.253 1.152
177 C -2.393 -5.476 -4.111
178 O -3.617 -5.524 -4.042
179 N -1.639 -5.786 -5.205
180 N -1.593 -5.046 -3.080
181 H -0.690 -5.467 -5.178
182 H -2.087 -6.190 -6.032
183 H -1.944 -4.821 -2.163
184 H -0.639 -5.323 -3.219
185 C -6.537 -6.823 -2.737
186 O -7.624 -7.057 -2.218
187 N -6.100 -7.304 -3.938
188 N -5.602 -6.038 -2.157
189 H -6.771 -7.783 -4.513
190 H -5.305 -6.872 -4.380
191 H -4.777 -5.736 -2.667
192 H -5.862 -5.732 -1.238
193 C 1.353 -4.227 1.474
194 O 2.462 -3.758 1.712
195 N 0.320 -3.542 0.948
196 N 1.096 -5.571 1.577
197 H 0.360 -2.539 0.835
198 H -0.572 -3.975 0.777
199 H 0.157 -5.881 1.406
200 H 1.842 -6.157 1.898

Cartesian forces, eV/Å:
C -0.3231 -0.2255 1.0949
O 0.2005 -0.4876 -1.2696
C -0.4555 1.7535 0.4431
C 0.6013 -0.3805 0.7829
N -0.5653 -1.6649 -0.5834
C 0.9043 0.3843 1.3570
C 0.1233 -1.1859 -0.6205
O 0.6827 0.7673 -0.0425
C -0.9537 -1.0912 0.3780
H -0.1116 -0.3347 -0.3453
H -0.0877 0.0450 -0.2175
H 0.3774 0.2685 0.1014
H 0.0034 0.0707 -0.2016
H 0.2002 -0.1283 0.2642
H 0.4017 0.1506 -0.0766
H -0.6715 -0.3117 -0.1391
H 0.2329 0.9784 -0.1948
H -0.1150 0.2492 -0.7317
H -0.2755 0.1539 0.3656
H -0.0186 -0.3609 -0.3657
H -0.7217 0.3602 -0.2548
H -0.2339 0.1997 -0.3080
H 0.6403 0.4402 0.3233
H 0.0827 0.3421 0.1853
C -0.3420 -0.4712 -0.1637
O 0.3031 0.5919 -0.1085
C -0.0227 1.3692 -0.7635
C 0.6102 -2.0773 -0.0190
N -1.3038 0.9165 0.2657
C 0.4760 -1.9238 0.8079
C 0.6498 1.5734 0.0573
O -0.0174 0.4428 0.0543
C -0.1576 0.0116 -0.0611
H -0.3794 -0.0995 0.0941
H 0.1684 0.0448 -0.0271
H 0.1868 0.0527 -0.1461
H -0.4940 -0.3007 -0.0965
H 0.6211 0.2677 0.4198
H 0.4584 0.3225 -0.1687
H -0.0795 -0.0383 0.3879
H 0.0206 -0.1925 -0.1396
H -0.2125 0.1479 -0.5481
H -0.1016 0.2523 0.3864
H -0.1535 -0.2479 0.0590
H -0.4444 -0.2838 -0.6365
H 0.0242 0.0030 -0.1807
H 0.2679 0.0440 0.0368
H 0.0261 -0.1866 0.2415
C -0.5066 0.7590 0.0736
O 0.1426 -1.5445 -0.5309
C 1.0581 0.2927 1.3669
C 0.3161 -0.3773 0.6726
N -0.8413 0.3459 -1.0565
C 0.8675 0.9497 0.9765
C -0.2209 -0.3564 -1.0323
O 0.1195 0.6189 -0.8342
C 0.2255 -0.6116 0.4269
H -0.0807 -0.3690 -0.2696
H 0.1623 0.1489 0.3268
H -0.0486 0.0632 0.0051
H -0.4738 0.1727 -1.0519
H -0.1960 -0.0793 -0.1926
H 0.1740 0.4063 -0.4814
H 0.1443 0.2246 0.0635
H 0.2379 -0.0424 -0.0801
H 0.5784 -1.0700 0.6937
H -1.3761 -0.0717 0.5882
H 0.0861 -0.2559 0.0234
H 0.0275 0.3711 0.0061
H -0.0698 -0.2089 -0.2328
H -0.0824 0.0974 0.1848
H -0.3071 0.2439 -0.1025
C 0.0008 -0.1128 -0.1355
O -0.2237 -0.1490 0.8049
C 0.4715 0.2502 -1.7439
C -0.1770 0.0378 1.3795
N 0.5774 -1.4303 -0.2614
C -1.0506 1.4296 0.8274
C 1.1317 -0.7662 -1.4704
O 0.1574 -0.5974 -0.8011
C -0.3723 1.2383 1.2676
H -0.0241 -0.1684 -0.0541
H 0.0514 0.1504 -0.1134
H -0.0846 0.1946 0.1043
H -0.5911 -0.1648 0.6288
H 0.0401 0.1883 0.0569
H -0.1631 -0.2890 -0.2071
H 0.4173 0.4146 -0.2812
H -0.1197 0.0785 -0.1736
H 0.0782 0.1794 -0.2961
H 0.2635 -0.0310 0.3497
H -0.2420 0.4363 -0.1065
H -0.1933 0.0530 0.6729
H 0.0864 -0.2316 -0.0160
H 0.1395 0.0745 0.0903
H -0.1841 -0.8209 -0.5153
C -1.6882 -0.0039 0.3486
O 0.1733 -0.3770 -0.3692
C 1.0594 0.0140 -0.5387
C -0.8096 0.5852 -0.7118
N 0.6215 0.3146 0.2518
C -0.1664 -1.3442 -0.9369
C -0.4678 0.5952 0.1467
O 0.3880 -0.5740 0.6529
C 0.1011 0.5212 -0.2685
H 0.1418 -0.3634 -0.0727
H 0.3153 -0.3790 0.1253
H 0.6784 0.5232 -0.1078
H -0.2099 0.1911 0.2301
H 0.0334 0.0857 0.2068
H 0.0026 -0.3293 0.1650
H -0.0632 -0.0509 0.1971
H 0.4448 -0.1013 0.4117
H 0.1200 0.1797 -0.3059
H -0.6262 0.2636 0.3043
H 0.4620 -0.2286 -0.2533
H -0.5034 0.3821 0.5055
H 0.1162 0.2352 -0.0803
H -0.2418 -0.2409 0.3871
H 0.1112 0.0685 -0.3423
C -0.1839 -0.7220 0.5976
O -0.4770 0.8596 0.4679
C 0.7335 0.3765 -0.8445
C -0.0719 -0.4940 -1.3980
N 1.4361 1.5789 0.0115
C -0.6105 -0.3796 0.5603
C 0.3376 -0.2143 -0.3612
O -0.9934 0.0737 -0.2700
C 0.7058 -0.5734 -0.6872
H 0.4213 -0.0107 0.0592
H -0.0458 -0.1453 -0.0595
H -0.0930 0.1909 -0.4228
H 0.0001 -0.4402 0.3545
H -0.2108 0.2467 0.0226
H -0.1975 -0.0620 0.1345
H 0.0691 -0.2143 0.1689
H -0.1884 -0.3551 0.8037
H -0.2847 0.1327 0.1438
H -0.3805 -0.2262 0.2254
H -0.1952 0.1872 -0.0266
H 0.0825 0.0001 0.0904
H 0.0211 -0.2296 -0.1068
H 0.0222 0.1748 0.4781
H 0.0238 0.5015 0.1442
C -0.6718 0.0700 -0.0383
O 0.5582 0.2950 -0.1704
C -1.2732 -0.1074 0.2759
C -0.0358 0.7216 -0.4488
N -1.2492 -0.1795 -0.8939
C 0.6357 0.2821 0.2487
C 0.1829 1.3318 -0.7359
O -0.5758 0.0219 0.0947
C -0.0019 -0.7666 0.2915
H -0.0206 0.4457 0.1472
H 0.6305 0.0413 0.0002
H 0.1963 -0.1346 -0.0815
H -0.1093 0.2273 0.0499
H 0.7219 -0.5582 -0.1158
H 0.3911 -0.3848 0.5294
H 0.2963 0.0114 -0.0563
H 0.8148 -0.6934 0.7283
H -0.2222 0.0185 0.4799
H -0.4923 -0.4666 -0.2754
H -0.3510 -0.4634 0.1493
H 0.4135 -0.2992 0.1536
H 0.0048 0.1837 -0.0962
H 0.1893 0.0655 -0.1280
H 0.0490 0.3339 0.1747
C -0.7891 0.0562 3.2137
O -0.3767 -0.6751 -1.1840
N 1.3952 1.4666 -1.3174
N 0.8012 -0.6476 -0.7512
H -0.0667 -0.1099 0.0020
H -1.1150 -0.1127 0.0365
H -0.0862 0.0933 -0.0002
H -0.0955 -0.4068 -0.0264
C 0.9539 0.5193 0.5163
O -0.1269 -0.1812 -0.3815
N -0.7892 -0.2691 0.3410
N -0.2724 -0.2335 -0.6614
H 0.0649 -0.0829 -0.5098
H 0.3134 0.1569 0.2025
H 0.0475 -0.1437 0.1176
H 0.2232 0.2624 0.7889
C -0.1540 0.2047 -0.0313
O 0.3115 -0.2885 -0.3177
N -0.4811 -0.5900 -0.5610
N -0.0665 0.1997 0.7945
H 0.0041 0.1103 0.0565
H 0.0436 0.0099 0.0241
H -0.0428 0.0676 0.3114
H 0.2862 0.3245 -0.1765
C 0.7715 -0.2300 -0.7381
O -0.3044 0.0737 0.2968
N -0.3296 0.6480 0.0621
N -0.0304 0.2326 0.1929
H 0.0328 0.0312 0.0539
H -0.0132 -0.0045 -0.0740
H 0.1772 -0.4399 0.1051
H -0.2279 -0.1425 0.0540



Below is a molecular structure, C25H28F3LiO at a distorted geometry, with properties calculated with ωB97M-V/def2-TZVPD.

## Properties
Kohn-Sham gap: 4.60 eV
net charge: 0
LUMO energy: -1.59 eV
HOMO level: -6.2 eV

Element x y z (Å)
1 C 2.703 2.420 -1.724
2 C 2.431 2.711 -0.243
3 C 3.618 2.172 0.562
4 C 2.370 4.236 -0.062
5 C 1.090 2.062 0.184
6 C 0.969 1.308 1.320
7 C -0.258 0.681 1.726
8 C -0.329 -0.096 2.898
9 C -1.350 -1.111 3.080
10 F -1.035 -2.008 4.087
11 F -2.619 -0.630 3.411
12 F -1.549 -1.876 1.945
13 C -1.401 0.878 0.873
14 C -1.384 1.712 -0.209
15 C -2.681 2.047 -0.995
16 C -3.037 3.534 -0.822
17 C -3.862 1.203 -0.506
18 C -2.474 1.758 -2.488
19 C -0.133 2.398 -0.574
20 O -0.120 3.283 -1.466
21 H 1.893 2.838 -2.329
22 H 3.653 2.872 -2.036
23 H 2.753 1.337 -1.880
24 H 3.534 2.412 1.628
25 H 3.704 1.086 0.440
26 H 4.550 2.623 0.196
27 H 2.189 4.496 0.987
28 H 3.320 4.688 -0.381
29 H 1.558 4.641 -0.677
30 H 1.831 1.158 1.969
31 H 0.503 -0.113 3.580
32 H -2.328 0.399 1.175
33 H -2.223 4.155 -1.213
34 H -3.962 3.766 -1.372
35 H -3.186 3.766 0.238
36 H -3.639 0.134 -0.618
37 H -4.094 1.419 0.544
38 H -4.761 1.422 -1.097
39 H -2.217 0.702 -2.620
40 H -3.390 1.978 -3.057
41 H -1.659 2.380 -2.871
42 C -0.823 0.090 8.129
43 Li 2.689 2.949 6.236
44 C -1.204 -0.492 6.880
45 C -0.878 0.441 5.847
46 C -0.206 1.557 6.423
47 C -0.169 1.350 7.854
48 C 0.403 2.345 8.648
49 C 0.899 3.507 8.051
50 C 0.681 3.777 6.692
51 C 0.248 2.755 5.849
52 H -0.947 -0.339 9.114
53 H -1.661 -1.474 6.757
54 H -1.186 0.396 4.820
55 H 0.454 2.171 9.718
56 H 1.301 4.293 8.690
57 H 0.818 4.785 6.316
58 H 0.080 2.918 4.783

Cartesian forces, eV/Å:
C -0.2568 -0.1022 -0.1647
C -0.0483 -0.0292 0.0603
C -0.0241 -0.1254 -0.0077
C -0.3121 0.1037 -0.0338
C 0.8071 -0.2164 1.2531
C 0.8776 1.1406 -0.6682
C -0.4702 -1.5886 2.1864
C 1.4825 1.9926 -3.2899
C -2.6556 -2.3696 1.0044
F -0.1565 1.1754 -1.3968
F 1.4862 -0.3915 -0.5760
F 0.2810 0.7862 1.0408
C -0.6550 0.5627 -1.0620
C -1.1118 -0.5791 0.7445
C 0.0997 -0.0912 0.0016
C 0.2289 0.1073 0.0213
C 0.0677 -0.0645 0.0946
C 0.2357 0.0504 -0.0644
C -0.0814 1.5766 -1.5383
O 0.0687 -1.7019 1.6617
H 0.3084 -0.1725 0.0030
H -0.1706 -0.1224 0.1123
H 0.0528 0.1057 -0.1390
H 0.0242 -0.0572 -0.0831
H 0.0274 0.1323 0.1296
H -0.2610 -0.0594 0.0468
H 0.0377 0.0256 -0.1100
H -0.1866 -0.1154 0.0918
H 0.2818 0.0273 0.2288
H -0.1199 -0.0609 -0.2364
H 0.1139 -0.1852 0.0622
H 0.2028 0.1291 -0.1441
H -0.3236 -0.0582 0.1217
H 0.2485 -0.1032 0.1776
H -0.0457 0.0444 -0.1247
H -0.1351 0.1317 0.0955
H -0.0254 -0.1174 -0.1637
H 0.2639 0.0251 0.0813
H -0.0406 0.0706 -0.1528
H 0.2135 -0.0838 0.1986
H -0.2401 -0.2216 -0.0675
C 0.5861 0.3759 -1.0137
Li -0.8971 -0.1731 0.4354
C 0.6506 1.7644 0.6533
C 0.3248 -0.2046 0.7833
C -0.6610 -1.1232 -0.7926
C -0.6640 -1.0287 0.3901
C 0.3530 -0.4276 -0.2328
C -0.1481 0.3036 1.2786
C 0.7460 -0.0730 -0.7975
C -0.5056 0.1720 -0.2334
H 0.0284 -0.0491 -0.0861
H -0.0046 0.4270 -0.0303
H -0.0467 0.1019 0.2653
H 0.1514 0.2807 -0.0147
H -0.1662 -0.0858 -0.1070
H 0.1679 0.0136 -0.0880
H -0.0045 0.1557 0.1952



> What is the HOMO level in the first record?

-8.4 eV



> Which of these has the highest HOMO level?

C25H28F3LiO